1.
# C2H3BrO

A 2-piece molecular cluster, C2H3BrO overall (wB97M-V/def2-TZVPD, OMol25).

Properties
ΔE to the lowest compared entry with this formula, charge and spin ... 2.719 eV
Molecular weight ... 122.95 g/mol
E ... -2727.15598 Ha
LUMO level ... -0.08 eV
Kohn-Sham gap ... 10.3 eV

Atoms and positions in Å:
C1 0.27246 0.64052 -0.62096
C2 -0.06483 -0.35085 0.42841
O1 0.40742 1.78608 -0.46503
Br1 -0.56753 -1.99630 -0.22363
H1 0.23774 0.06296 -1.68963
H2 0.81433 -0.55296 1.19465
H3 -1.09960 0.41056 1.37620

---

2.
# C2H3BrO

A 2-piece molecular cluster, C2H3BrO overall (wB97M-V/def2-TZVPD, OMol25).

Properties
ΔE to the lowest compared entry with this formula, charge and spin ... 2.428 eV
Molecular weight ... 122.95 g/mol
2S+1 ... 3
E ... -2727.02160 Ha
LUMO level (alpha / beta) ... 0.92 / -3.90 eV
Kohn-Sham gap (alpha / beta) ... 5.5 / 7.0 eV

Atoms and positions in Å:
C1 -0.46635 -1.11812 2.45661
C2 0.26541 0.57391 -1.06238
O1 -1.09099 -1.83033 1.83513
Br1 0.14212 0.97168 0.82499
H1 1.36964 0.41853 -1.11251
H2 -0.13855 1.39891 -1.77404
H3 -0.08128 -0.41458 -1.16781

---

3.
# C2H3BrOS

One molecule with the formula C2H3BrOS (wB97M-V/def2-TZVPD, OMol25).

Properties
ΔE to the lowest compared entry with this formula, charge and spin ... 3.251 eV
Molecular weight ... 155.02 g/mol
2S+1 ... 3
E ... -3125.19389 Ha
LUMO level (alpha / beta) ... 0.22 / -2.08 eV
Kohn-Sham gap (alpha / beta) ... 6.5 / 6.4 eV

Atoms and positions in Å:
C1 1.13808 1.44472 0.68204
C2 0.50773 -0.50598 2.14245
O1 0.35042 0.73727 1.26871
S1 2.95032 -0.78357 -1.51080
Br1 3.07174 0.62875 0.12404
H1 1.46263 -0.13008 2.42714
H2 0.64121 -1.37932 1.48567
H3 -0.35945 -0.40035 2.77799

---

4.
# C2H3Cl2F

One molecule with the formula C2H3Cl2F (wB97M-V/def2-TZVPD, OMol25).

Properties
ΔE to the lowest compared entry with this formula, charge and spin ... 1.755 eV
Molecular weight ... 116.95 g/mol
E ... -1098.19350 Ha
LUMO level ... 0.74 eV
Kohn-Sham gap ... 11.5 eV

Atoms and positions in Å:
F1 0.55691 1.57807 -0.63493
C1 0.55354 1.15598 0.67284
C2 -0.11970 -0.32270 0.52639
Cl1 -1.80209 -0.27129 -0.13234
Cl2 1.29455 -0.98724 -0.17267
H1 -0.13121 1.96729 0.98731
H2 1.41699 1.03827 1.14934
H3 -0.27281 -0.81275 1.56727